[1]
22
Properties=species:S:1:pos:R:3:mulliken_charge:R:1 method="wB97M-V/def2-TZVPD" s_squared=3.775 homo_lumo_gap_ev="1.95 / 7.63" homo_energy_ev="3.45 / -1.96" energy_ev=-47956.59520 charge=-2 multiplicity=4
C -0.8579 0.8862 -1.6734 0.003
C 0.5376 0.6945 -1.9273 -1.007
C 1.2815 1.4945 -1.0080 -0.274
C 0.3538 2.1707 -0.1544 -0.698
C -0.9778 1.8094 -0.5703 -0.806
V -0.2409 -0.1189 0.2268 -2.246
N -1.7323 -0.6674 0.6987 0.287
C -0.0036 -2.3750 0.0752 0.123
C 0.9823 -1.7566 -0.6946 -0.518
H 2.3647 1.5994 -0.9899 0.396
H 0.9419 0.1146 -2.7509 0.783
H 0.5965 2.8832 0.6294 0.505
H -1.9045 2.2163 -0.1826 0.510
H -1.6695 0.5372 -2.3011 0.650
H 0.9226 -1.8251 -1.7843 0.310
H -0.8556 -2.8602 -0.4056 0.255
H -2.7112 -0.9145 0.8847 -0.246
H 1.9938 -1.6202 -0.2951 0.216
H 0.1685 -2.6327 1.1258 0.218
S 0.8872 0.4278 2.3545 -0.202
C 0.2064 0.0959 3.8472 0.492
N -0.2836 -0.1591 4.8953 -0.753


[2]
23
Properties=species:S:1:pos:R:3:mulliken_charge:R:1 method="wB97M-V/def2-TZVPD" homo_lumo_gap_ev="8.21 / 8.21" smiles="N#CNCN=C=CN1C=CC=[NH+]C1" homo_energy_ev="-12.44 / -12.44" energy_ev=-15898.22511 charge=+1 e_above_lowest_kcal_mol=77.2 multiplicity=1
N -0.8820 2.2703 1.3605 -0.601
C -0.7243 1.4284 2.1403 0.501
N -0.3333 0.4134 2.9653 -0.350
C -0.8070 -0.9686 3.0300 -0.502
N -0.6345 -1.7953 1.8639 -0.370
C 0.2472 -1.8054 0.9775 0.398
C 0.9016 -1.6657 -0.1376 -0.351
N 0.4041 -0.7832 -1.1357 0.097
C 1.1250 -0.4759 -2.2198 0.162
C 0.9952 0.6446 -3.0374 -0.799
C 0.2810 1.6683 -2.3874 -0.075
N -0.5294 1.3406 -1.3604 -0.024
C -0.8586 -0.0294 -0.9838 -0.526
H 0.6666 0.4394 2.8423 0.290
H -1.8077 -0.8582 3.2878 0.445
H -0.3098 -1.3276 3.9392 0.364
H 1.8698 -2.0777 -0.1010 0.334
H 1.8775 -1.2129 -2.2193 0.452
H 1.7196 0.6603 -3.9081 0.337
H 0.4546 2.6348 -2.6900 0.490
H -0.7932 1.8666 -0.5595 0.377
H -1.7688 -0.2873 -1.6845 0.194
H -1.0939 -0.0797 0.0177 0.159